[1]
Entry from OMol25: 2 unconnected molecules or ions with the total composition C3H10N3 in a non-equilibrium geometry (ωB97M-V with the def2-TZVPD basis set).

## Properties
Maximum force = 5.0 eV Å⁻¹
HOMO level = -13.82 eV
Orbital gap = 10.42 eV
Total energy = -284.23941 Ha
Energy relative to the best compared isomer or geometry (same formula, charge and spin) = 3.716 eV

The geometry in ORCA input format:
```
! RIJCOSX wB97M-V def2-TZVPD def2/J DEFGRID3
* xyz 1 1
N 0.011 0.209 -1.688
N -0.233 -1.500 0.470
N 0.463 -1.149 -1.719
C -0.799 1.495 1.536
C 0.136 -1.858 -0.733
C 0.473 1.839 1.538
H -0.403 0.443 -2.618
H -1.182 0.456 1.690
H -0.507 -0.497 0.770
H -1.506 2.248 1.242
H 1.377 1.322 1.985
H 0.268 -2.919 -0.811
H 0.753 2.770 1.052
H -0.133 -2.115 1.311
H 0.688 0.896 -1.344
H 0.593 -1.640 -2.680
*
```



[2]
Entry from OMol25: 2 unconnected molecules or ions with the total composition C3H10N3 in a non-equilibrium geometry (ωB97M-V with the def2-TZVPD basis set).

## Properties
Maximum force = 2.2 eV Å⁻¹
HOMO level = -13.39 eV
Orbital gap = 9.35 eV
Total energy = -284.28721 Ha
Energy relative to the best compared isomer or geometry (same formula, charge and spin) = 2.415 eV

The geometry in ORCA input format:
```
! RIJCOSX wB97M-V def2-TZVPD def2/J DEFGRID3
* xyz 1 1
N 0.561 -0.111 -1.650
N -3.263 -0.100 -0.471
N 1.694 0.229 0.359
C -2.399 -0.998 -0.238
C 0.605 0.215 -0.356
C 1.633 0.579 1.789
H -3.148 0.448 -1.337
H 1.223 1.582 1.910
H 1.029 -0.135 2.322
H -1.430 -1.081 -0.796
H -2.541 -1.696 0.607
H 2.575 0.132 -0.146
H -0.247 0.061 -2.183
H -0.365 0.527 0.154
H 1.425 -0.274 -2.168
H 2.649 0.623 2.202
*
```